1.
The following is a quantum chemistry calculation of a structure of composition C20H31N3O3S2, from the Open Molecules 2025 dataset.

```
59
Properties=species:S:1:pos:R:3
O -1.80662 -1.17909 -0.79177
C -1.39081 -0.56377 0.04400
N -0.37903 -1.07268 0.82877
C 0.54133 -0.45815 1.73858
H 0.12101 0.37170 1.88464
C 2.10995 -0.23150 1.19324
N 2.76418 -1.43530 0.85270
C 1.76372 -2.28439 -0.11162
H 2.24003 -3.23667 -0.35724
C 0.35108 -2.37587 0.33244
H -0.24204 -2.82992 -0.18563
H 0.42134 -3.18887 1.35965
H 1.73666 -1.62440 -1.22206
C 4.00480 -1.51462 0.84497
C 4.49906 -1.11509 -0.60577
C 6.18832 -0.87083 -0.57222
C 6.67474 -2.27881 -0.48925
C 6.19779 -2.86443 0.94702
C 4.44694 -2.97751 1.04260
H 4.27701 -3.27159 1.97969
H 4.26548 -3.72598 0.16076
H 6.65856 -3.84269 1.26715
H 6.45894 -2.25614 1.93134
H 7.84839 -2.16803 -0.22134
H 6.21254 -3.22354 -1.02126
H 6.34324 -0.53431 -1.52462
H 6.44426 -0.27093 0.03377
H 4.05464 -0.00725 -0.59257
H 4.32445 -1.56747 -1.39748
H 4.43656 -0.84379 1.52883
H 2.56490 0.17376 2.13417
H 1.95858 0.29410 0.35182
H 0.61009 -1.08223 2.69874
C -1.75607 0.71268 0.37396
H -0.94493 1.42495 0.68021
C -2.66381 1.38426 -0.47903
N -3.26369 2.45187 -0.28326
S -3.46530 3.88297 -1.42105
O -2.46394 3.71105 -2.33922
O -3.93816 4.88064 -0.69927
C -4.93122 3.05863 -2.36414
C -6.06771 3.21510 -1.89683
C -6.98533 2.20898 -2.82569
C -6.28263 1.42365 -3.75733
S -4.63250 1.55769 -3.40840
H -6.86402 0.74848 -4.42785
H -8.19347 2.30127 -2.87640
H -6.68271 3.88219 -1.48172
C -4.19220 2.40044 0.90076
C -3.25571 1.90838 2.14965
C -2.79004 0.54823 1.73641
H -2.23998 0.15286 2.59004
H -3.73399 -0.14834 1.44847
H -4.07364 1.92382 2.79164
H -2.63551 2.78721 2.27722
H -4.45710 3.69096 1.13254
H -4.93422 1.75082 0.49872
H -1.84848 1.55131 -1.49002
H -3.40369 0.64620 -0.89151
```

Computed properties:
**Kohn-Sham gap**: 8.092 eV
**ΔE to the lowest compared entry with this formula, charge and spin**: 1904.49 kJ/mol
**Charge**: 0



2.
The following is a quantum chemistry calculation of the molecule C19H17N5OS2, from the Open Molecules 2025 dataset.

```
44
Properties=species:S:1:pos:R:3
C 6.24433 1.73389 1.55411
C 6.05149 0.61530 0.58872
C 6.97855 0.18064 -0.31038
S 6.33048 -1.14735 -1.23349
C 4.84242 -0.99277 -0.30036
N 4.86750 -0.05765 0.57782
N 3.81627 -1.85629 -0.56662
C 2.54803 -1.93130 -0.02813
O 1.80108 -2.80306 -0.40267
C 2.17683 -0.87389 0.97197
H 3.00238 -0.62547 1.63334
H 1.26441 -1.15665 1.49802
S 1.77071 0.64467 0.04396
C 0.01861 0.50203 -0.05049
N -0.57335 -0.39939 0.71617
C -1.88121 -0.51570 0.66268
C -2.69357 0.26914 -0.16194
C -2.05695 1.23089 -0.95593
C -0.68560 1.35362 -0.90220
H -0.15526 2.08008 -1.49690
H -2.62198 1.88126 -1.60875
C -4.12264 0.05584 -0.14840
N -4.72804 -0.76698 0.66906
C -6.05799 -0.68888 0.37277
C -7.14818 -1.34853 0.93317
C -8.39646 -1.06821 0.42154
C -8.57713 -0.15651 -0.62218
C -7.51222 0.51050 -1.19347
C -6.25406 0.23439 -0.68442
N -5.00199 0.69417 -0.99227
H -4.77484 1.35562 -1.71441
H -7.65360 1.21468 -2.00020
H -9.57555 0.02933 -0.98935
H -9.26343 -1.56311 0.83368
H -7.00592 -2.05150 1.73777
H -2.32772 -1.26457 1.30020
H 4.00290 -2.55745 -1.27489
C 8.35484 0.69833 -0.52868
H 8.32986 1.77153 -0.71826
H 8.97030 0.52773 0.35536
H 8.81985 0.20328 -1.37660
H 6.62059 2.61823 1.04342
H 5.29339 1.96573 2.02325
H 6.96289 1.45442 2.32398
```

Computed properties:
**Kohn-Sham gap**: 8.104 eV
**ΔE to the lowest compared entry with this formula, charge and spin**: 0.00 kJ/mol
**Structure (SMILES)**: Cc1nc(NC(=O)CSc2ccc(-c3nc4ccccc4[nH]3)cn2)sc1C
**Charge**: 0



3.
The following is a quantum chemistry calculation of the molecule C6H10N2O, from the Open Molecules 2025 dataset.

```
19
Properties=species:S:1:pos:R:3
C 1.84998 -0.58607 -0.60304
N 1.02752 -0.27883 0.56549
C -1.68896 0.13821 -0.39177
C 0.69887 1.04139 0.72785
N -1.57956 0.54788 -1.68985
C 0.02126 -1.11901 0.92108
C 0.79995 1.89292 1.72245
C -0.90913 -1.50255 -0.09755
O -2.54509 0.50306 0.36783
H -0.75275 0.33607 -2.22113
H -2.20306 1.28666 -1.98755
H -0.40590 -0.89549 1.89138
H 1.33187 -0.38795 -1.54209
H 2.14053 -1.63426 -0.56047
H 2.73584 0.04488 -0.56901
H 0.45015 2.90970 1.61529
H 1.25991 1.63640 2.67595
H -0.50344 -1.80112 -1.05783
H -1.72799 -2.13188 0.23297
```

Computed properties:
**Kohn-Sham gap (spin up / spin down)**: 7.805 / 7.546 eV
**ΔE to the lowest compared entry with this formula, charge and spin**: 475.24 kJ/mol
**Charge**: 0



4.
The following is a quantum chemistry calculation of a cluster of 9 separate species, C48H116N10O9 in total, from the Open Molecules 2025 dataset.

```
183
Properties=species:S:1:pos:R:3
C -4.18122 -2.67482 0.72879
C -3.08436 -2.27162 -0.21138
C -3.39778 -0.85546 -0.73552
C -2.28709 0.02711 -1.36929
C -1.16735 0.05881 -0.37590
C -0.68213 -1.40840 0.09025
N -1.81607 -2.20971 0.59852
O -1.46560 -3.52483 0.93702
C -0.02085 -2.02115 -1.16096
C 0.27622 -1.06107 1.18769
C -3.12085 -3.24558 -1.35165
H -4.32245 -2.05045 1.61101
H -4.08807 -3.70442 1.07427
H -5.13890 -2.63432 0.20985
H -4.18031 -0.91592 -1.49189
H -3.78590 -0.19631 0.04101
H -2.69113 1.02193 -1.55683
H -2.09838 -0.36631 -2.36814
H -1.45093 0.50225 0.57859
H -0.31857 0.64303 -0.73135
H -0.10668 -1.34659 -2.01285
H 1.05258 -1.99295 -0.97371
H -0.36329 -3.01096 -1.46281
H -0.15172 -0.67238 2.11176
H 0.74835 -2.03410 1.32336
H 1.08561 -0.38215 0.91925
H -2.46431 -2.90268 -2.15132
H -4.16656 -3.30760 -1.65290
H -2.75122 -4.24219 -1.11032
H -1.63247 -3.65407 1.87353
C 10.02918 1.34010 -3.29094
C 10.22720 2.32336 -2.14406
C 9.29435 1.93616 -0.92638
C 9.82892 0.77718 -0.08034
C 11.33931 0.95616 0.36212
C 12.23234 1.44940 -0.77075
N 11.60892 2.47621 -1.65461
O 12.42524 2.93683 -2.65144
C 13.48224 2.01823 -0.00030
C 12.69567 0.18259 -1.53862
C 9.69820 3.70979 -2.61370
H 9.24095 1.67228 -3.96655
H 9.85485 0.29174 -3.04879
H 10.87754 1.32095 -3.97507
H 9.19614 2.82542 -0.30375
H 8.33027 1.59473 -1.30330
H 9.69349 -0.11893 -0.68594
H 9.22934 0.67206 0.82385
H 11.75429 0.02634 0.75115
H 11.21900 1.67841 1.16957
H 13.87276 1.29578 0.71641
H 14.28684 2.19816 -0.71328
H 13.24597 2.91198 0.57718
H 11.82555 -0.27148 -2.01276
H 13.41953 0.48826 -2.29406
H 13.21451 -0.49496 -0.86051
H 8.61666 3.61045 -2.70591
H 9.96766 4.07435 -3.60495
H 9.80773 4.50314 -1.87432
H 12.74141 3.72167 -2.19792
C -13.99991 -3.57082 -0.66790
C -14.85035 -2.63936 0.18689
C -14.03400 -1.87570 1.28932
C -13.22344 -0.66164 0.71044
C -14.23998 0.23117 0.05190
C -15.12328 -0.42883 -1.07700
N -15.73419 -1.65455 -0.52408
O -16.56563 -2.31333 -1.39185
C -16.28544 0.53610 -1.35581
C -14.40541 -0.66992 -2.50962
C -15.82349 -3.52100 0.99358
H -13.12299 -3.01662 -1.00252
H -14.56721 -3.85795 -1.55326
H -13.72559 -4.50853 -0.18464
H -14.56245 -1.55855 2.18835
H -13.26881 -2.61404 1.52896
H -12.46140 -0.95835 -0.01023
H -12.92165 -0.01778 1.53655
H -13.64565 0.97333 -0.48109
H -14.91668 0.61715 0.81427
H -16.93090 0.75619 -0.50549
H -16.04075 1.52702 -1.73831
H -16.87149 0.07698 -2.15195
H -14.51587 -1.68815 -2.88259
H -14.77449 0.08444 -3.20449
H -13.35038 -0.48169 -2.31067
H -16.59624 -3.00644 1.56470
H -15.31345 -4.17214 1.70350
H -16.48869 -4.15776 0.41036
H -17.41739 -2.40062 -0.95769
C -0.74169 -5.75085 -11.46512
C -0.04744 -5.80870 -10.03925
C 0.57876 -4.42373 -9.58313
O 1.70419 -3.89119 -10.23198
C 2.89795 -4.63595 -10.16841
N -1.02250 -6.24962 -9.10449
H -0.09232 -5.57600 -12.32294
H -1.42299 -4.90009 -11.47714
H -1.25964 -6.68381 -11.68740
H 0.77880 -6.50648 -10.17538
H 0.75019 -4.44584 -8.50692
H -0.08019 -3.55607 -9.55094
H 3.75745 -4.19991 -10.67755
H 2.73613 -5.65173 -10.52909
H 3.19369 -4.64178 -9.11931
H -1.74733 -5.54837 -9.15904
H -1.37509 -7.09424 -9.53157
C -1.24022 -4.36277 8.59405
C 0.04214 -3.72056 9.16598
C 0.32142 -4.30778 10.57804
O 1.45687 -3.71855 11.19024
C 2.22999 -4.52271 12.04860
N 1.02148 -4.28786 8.27927
H -1.56424 -3.86846 7.67820
H -2.15290 -4.16496 9.15617
H -1.30344 -5.44544 8.48483
H 0.01540 -2.63314 9.23607
H 0.51238 -5.36793 10.41158
H -0.60209 -4.26534 11.15548
H 2.33305 -5.53335 11.65353
H 1.74310 -4.49678 13.02347
H 3.20565 -4.04562 11.95610
H 1.09925 -3.77341 7.41360
H 1.93216 -4.02987 8.63171
C 2.25726 8.30467 2.08230
C 1.14751 8.29923 3.17502
C 1.39059 7.46770 4.45687
O 0.23776 7.37789 5.30510
C -0.81169 6.51232 4.85451
N 1.04791 9.67282 3.51968
H 1.85260 8.62641 1.12270
H 2.67703 7.30303 1.98959
H 3.10100 8.91718 2.40017
H 0.17369 7.97979 2.80391
H 2.18283 7.95847 5.02221
H 1.76877 6.47196 4.22538
H -0.43312 5.49255 4.92408
H -1.30750 6.69937 3.90199
H -1.69164 6.60179 5.49152
H 0.57432 9.74075 4.40917
H 0.40960 10.20222 2.94314
C 2.63902 5.54153 -8.43110
C 1.49166 5.26983 -7.47233
C 0.24972 6.26709 -7.61971
O 0.51880 7.62685 -7.10856
C -0.63659 8.50134 -7.29317
N 0.90697 3.91631 -7.76263
H 2.27184 5.66902 -9.44945
H 3.37243 4.74128 -8.53015
H 3.06340 6.53157 -8.26431
H 1.80036 5.35840 -6.43071
H -0.55508 5.90368 -6.98070
H -0.04430 6.38535 -8.66262
H -0.97655 8.92924 -6.35008
H -1.46391 8.27560 -7.96599
H -0.25457 9.40188 -7.77401
H 1.56388 3.35729 -8.28805
H 0.08532 4.11273 -8.31618
C 6.70764 1.01625 8.25864
C 6.53502 1.84004 9.51469
C 7.04637 3.32260 9.60867
O 8.35746 3.46148 9.18573
C 8.54821 3.79555 7.87991
N 5.12696 1.74515 9.91024
H 6.01476 1.44843 7.53667
H 6.46093 -0.04441 8.30596
H 7.74536 1.13478 7.94691
H 6.95334 1.19967 10.29125
H 6.85431 3.65879 10.62758
H 6.43406 4.04606 9.07036
H 7.74826 3.48520 7.20771
H 9.50868 3.35905 7.60592
H 8.58288 4.87888 7.76455
H 4.71867 0.83810 9.73516
H 4.87854 1.90897 10.87541
C 0.70749 -9.92557 -2.31735
O 0.29815 -11.04358 -2.67376
N 1.05663 -9.59412 -1.08949
N 0.69533 -8.82852 -2.98460
H 0.85187 -10.34386 -0.44445
H 1.10241 -8.60138 -0.90933
H 1.08858 -7.95644 -2.66066
H 0.00393 -8.81222 -3.72067
```

Computed properties:
**Kohn-Sham gap**: 8.495 eV
**Structure (SMILES)**: CC1(C)CCCC(C)(C)N1O.CC1(C)CCCC(C)(C)N1O.CC1(C)CCCC(C)(C)N1O.COC[C@H](C)N.COC[C@H](C)N.COC[C@H](C)N.COC[C@H](C)N.COC[C@H](C)N.NC(N)=O
**Charge**: 0



| no. | molecular weight (g mol⁻¹) |
| --- | --- |
| 1 | 425.62 |
| 2 | 395.51 |
| 3 | 126.16 |
| 4 | 977.52 |